1.
Here is a structure of composition C24H22N6O2PdS2 from OMol25. Energies are from ωB97M-V/def2-TZVPD.

The value obtained for the HOMO-LUMO gap is 7.2 eV. The value obtained for the energy above the lowest of the compared OMol25 structures with the same formula, charge and spin is 1.275 eV. Its total energy is -63430.847 eV.

The geometry in XYZ format:
```
57
Properties=species:S:1:pos:R:3:lowdin_charge:R:1
Pd 1.336 0.480 -1.217 0.709
C 3.543 0.321 2.863 -0.026
C 3.124 0.302 1.429 -0.283
N 2.231 1.008 0.889 -0.106
N 1.564 2.041 1.503 0.010
C 1.308 2.900 0.540 -0.809
N 0.682 4.054 0.838 0.097
S 1.854 2.706 -1.145 0.616
C 3.885 -0.475 0.394 -0.226
C 4.933 -1.314 0.746 -0.015
C 5.680 -1.924 -0.251 -0.053
C 5.373 -1.666 -1.574 -0.055
C 4.304 -0.823 -1.844 -0.123
N 3.568 -0.255 -0.895 0.026
H 2.969 1.081 3.387 0.069
H 4.606 0.544 2.968 0.084
H 3.358 -0.646 3.338 0.086
H 0.271 4.128 1.754 0.102
H 0.225 4.528 0.076 0.081
H 5.161 -1.480 1.790 0.110
H 6.499 -2.584 0.008 0.111
H 5.937 -2.103 -2.386 0.107
H 4.019 -0.595 -2.863 0.119
C -5.144 1.868 3.149 -0.053
C -4.287 1.868 1.912 -0.273
C -2.922 1.598 1.986 -0.034
C -2.133 1.572 0.847 -0.051
C -2.715 1.816 -0.391 -0.284
C -4.071 2.087 -0.488 -0.051
C -4.846 2.114 0.662 -0.037
S -1.700 1.869 -1.848 0.575
O -0.927 3.070 -1.761 -0.367
O -2.583 1.715 -2.975 -0.304
N -0.733 0.576 -1.671 -0.216
C -1.357 -0.670 -1.722 -0.257
C -2.696 -0.932 -1.947 -0.014
C -3.200 -2.246 -1.971 -0.060
C -2.397 -3.327 -1.765 -0.052
C -1.029 -3.106 -1.494 -0.157
C -0.142 -4.169 -1.229 -0.006
C 1.154 -3.902 -0.916 -0.041
C 1.576 -2.563 -0.873 -0.105
N 0.792 -1.540 -1.143 0.008
C -0.521 -1.791 -1.461 -0.142
H -4.540 1.970 4.050 0.074
H -5.707 0.935 3.232 0.083
H -5.867 2.684 3.129 0.078
H -2.469 1.401 2.951 0.112
H -1.074 1.355 0.921 0.094
H -4.508 2.272 -1.461 0.115
H -5.906 2.328 0.586 0.114
H -3.384 -0.129 -2.150 0.087
H -4.256 -2.384 -2.168 0.110
H -2.778 -4.340 -1.796 0.109
H -0.513 -5.186 -1.266 0.121
H 1.864 -4.685 -0.692 0.107
H 2.590 -2.353 -0.586 0.084
```

2.
Here is the molecule C7H11N from OMol25. Energies are from ωB97M-V/def2-TZVPD.

The value obtained for the HOMO-LUMO gap is 8.8 eV. The value obtained for the energy above the lowest of the compared OMol25 structures with the same formula, charge and spin is 2.064 eV. Its total energy is -8925.665 eV. The SMILES is CCc1c[nH]cc1C.

The geometry in XYZ format:
```
19
Properties=species:S:1:pos:R:3:lowdin_charge:R:1
C 0.791 -2.608 -0.786 -0.082
C 0.143 -1.726 0.282 -0.250
C 0.283 -0.291 0.148 -0.266
C 1.391 0.495 -0.097 -0.131
N 1.122 1.824 -0.164 0.011
C -0.376 1.933 0.005 -0.009
C -0.821 0.615 0.170 -0.278
C -2.236 0.396 0.552 -0.085
H 0.438 -3.590 -0.904 0.039
H 0.276 -2.198 -1.798 0.129
H 1.815 -2.409 -0.986 0.046
H 0.152 -1.966 1.433 0.148
H -0.946 -1.871 0.332 0.089
H 2.361 -0.019 -0.167 0.125
H 1.895 2.507 -0.468 0.172
H -0.892 2.840 -0.027 0.076
H -2.736 -0.470 0.008 0.090
H -2.317 0.244 1.653 0.086
H -2.948 1.275 0.424 0.090
```

3.
Here is a structure of composition C58H74BrHgN5S3SbSi3 from OMol25. Energies are from ωB97M-V/def2-TZVPD.

The value obtained for the HOMO-LUMO gap (alpha / beta) is 3.5 / 5.6 eV. The spin multiplicity is 2. Its net charge is -2. The value obtained for the energy above the lowest of the compared OMol25 structures with the same formula, charge and spin is 5.332 eV. The expectation value of S² is 0.762. Its total energy is -205682.145 eV.

The geometry in XYZ format:
```
146
Properties=species:S:1:pos:R:3:lowdin_charge:R:1
Hg -0.249 -0.861 -0.274 0.945
N -0.763 0.519 -1.712 -0.433
S -2.130 0.860 -2.158 0.689
N -3.053 -0.304 -2.676 -0.452
S -4.548 -0.733 -2.219 0.907
N -4.516 -1.316 -0.703 -0.433
S -3.219 -1.986 -0.080 0.702
N -2.151 -1.153 0.500 -0.420
C -3.892 -2.963 1.280 -0.304
C -5.226 -2.914 1.661 -0.071
C -5.653 -3.625 2.766 -0.093
C -4.752 -4.405 3.489 -0.099
C -3.412 -4.445 3.108 -0.089
C -2.980 -3.716 2.022 -0.078
C -2.732 -3.343 -1.206 -0.291
C -1.913 -3.074 -2.285 -0.113
C -1.625 -4.081 -3.190 -0.058
C -2.180 -5.340 -3.035 -0.073
C -3.020 -5.595 -1.967 -0.087
C -3.299 -4.596 -1.052 -0.096
C -5.359 1.039 -1.767 -0.325
C -5.764 1.677 -2.944 -0.147
C -6.923 2.422 -3.020 -0.121
C -7.752 2.521 -1.911 -0.140
C -7.396 1.869 -0.743 -0.116
C -6.219 1.144 -0.674 -0.125
C -4.437 -2.402 -3.198 -0.326
C -5.348 -3.399 -2.855 -0.125
C -5.776 -4.331 -3.780 -0.114
C -5.343 -4.256 -5.095 -0.134
C -4.486 -3.233 -5.468 -0.116
C -4.043 -2.321 -4.532 -0.123
C -3.025 2.060 -1.112 -0.303
C -3.392 3.279 -1.660 -0.092
C -3.947 4.253 -0.853 -0.079
C -4.119 4.014 0.500 -0.092
C -3.727 2.801 1.046 -0.080
C -3.163 1.825 0.245 -0.111
C -1.785 1.862 -3.638 -0.301
C -0.758 2.796 -3.541 -0.081
C -0.340 3.477 -4.665 -0.086
C -0.932 3.218 -5.897 -0.104
C -1.943 2.271 -5.992 -0.092
C -2.366 1.589 -4.865 -0.077
H -5.900 -2.317 1.066 0.097
H -6.691 -3.586 3.070 0.094
H -5.091 -4.980 4.342 0.090
H -2.711 -5.055 3.664 0.100
H -1.943 -3.720 1.718 0.113
H -1.536 -2.074 -2.444 0.075
H -0.974 -3.862 -4.020 0.083
H -1.980 -6.121 -3.757 0.098
H -3.482 -6.567 -1.857 0.099
H -3.974 -4.790 -0.231 0.106
H -5.153 1.552 -3.833 0.089
H -7.206 2.912 -3.947 0.087
H -8.670 3.096 -1.965 0.079
H -8.059 1.921 0.116 0.088
H -5.961 0.625 0.239 0.088
H -5.707 -3.441 -1.833 0.097
H -6.463 -5.118 -3.489 0.091
H -5.666 -4.992 -5.821 0.081
H -4.172 -3.146 -6.503 0.089
H -3.364 -1.530 -4.813 0.083
H -3.257 3.459 -2.716 0.104
H -4.243 5.201 -1.286 0.098
H -4.559 4.778 1.127 0.092
H -3.857 2.615 2.104 0.107
H -2.853 0.872 0.654 0.068
H -0.304 2.959 -2.575 0.108
H 0.450 4.211 -4.587 0.097
H -0.604 3.751 -6.780 0.090
H -2.406 2.065 -6.950 0.096
H -3.143 0.839 -4.914 0.084
C -0.689 -1.741 5.474 -0.074
C -0.468 -0.649 4.467 -0.333
C -0.766 0.693 4.777 -0.120
C -0.595 1.647 3.759 -0.186
C -0.097 1.234 2.560 -0.790
Br 0.181 2.536 1.184 0.680
N 0.274 -0.024 2.240 -0.154
C 0.011 -0.942 3.220 -0.198
H -0.650 -1.346 6.488 0.061
H 0.065 -2.520 5.375 0.064
H -1.668 -2.197 5.322 0.064
H -1.121 0.978 5.754 0.067
H -0.849 2.684 3.917 0.078
H 0.237 -1.963 2.947 0.081
C 0.869 -1.810 -5.513 -0.042
C 1.899 -2.743 -4.854 -0.616
C 3.320 -2.215 -5.095 -0.057
C 1.818 -4.138 -5.491 -0.063
C 1.642 -2.803 -3.416 -0.033
C 1.384 -2.663 -2.245 -0.173
H 1.174 -1.568 -6.533 0.075
H 0.776 -0.889 -4.941 0.087
H -0.111 -2.285 -5.534 0.071
H 3.505 -2.109 -6.164 0.074
H 4.057 -2.907 -4.688 0.080
H 3.455 -1.247 -4.624 0.062
H 2.036 -4.074 -6.560 0.076
H 0.831 -4.575 -5.367 0.066
H 2.549 -4.803 -5.034 0.079
C 4.816 -2.402 -1.222 -0.218
Si 4.882 -0.524 -0.829 0.332
C 6.774 -0.189 -0.606 -0.226
C 4.388 0.417 -2.416 -0.250
Sb 2.999 0.216 0.833 0.861
Si 4.242 2.406 1.569 0.338
C 3.613 3.036 3.273 -0.227
C 3.815 3.781 0.299 -0.243
C 6.168 2.522 1.736 -0.230
Si 3.864 -1.275 2.781 0.347
C 3.457 -0.554 4.516 -0.217
C 5.762 -1.617 2.866 -0.235
C 3.112 -3.035 2.650 -0.225
H 5.629 -2.716 -1.872 0.018
H 3.883 -2.649 -1.718 -0.011
H 4.877 -2.995 -0.313 0.002
H 7.357 -0.638 -1.405 0.013
H 7.134 -0.599 0.331 -0.003
H 6.990 0.873 -0.600 -0.007
H 4.982 0.137 -3.280 0.013
H 4.486 1.490 -2.278 0.002
H 3.344 0.217 -2.638 0.013
H 2.537 2.921 3.336 -0.003
H 3.841 4.086 3.436 0.018
H 4.055 2.472 4.090 0.001
H 2.740 3.918 0.253 -0.021
H 4.153 3.505 -0.696 0.002
H 4.264 4.738 0.549 0.017
H 6.584 1.630 2.191 -0.004
H 6.463 3.372 2.346 0.014
H 6.635 2.641 0.765 -0.001
H 4.155 0.239 4.769 0.001
H 3.508 -1.299 5.307 0.019
H 2.458 -0.131 4.528 0.007
H 6.323 -0.689 2.889 -0.004
H 6.089 -2.177 1.997 0.001
H 6.030 -2.188 3.750 0.016
H 2.044 -2.978 2.472 -0.007
H 3.269 -3.636 3.542 0.020
H 3.547 -3.571 1.811 0.007
C 1.072 -2.623 -0.847 -0.289
H 0.521 -3.537 -0.579 0.033
H 1.995 -2.620 -0.252 -0.016
```

4.
Here is the ion C9H9N2S with charge +1 from OMol25. Energies are from ωB97M-V/def2-TZVPD.

The value obtained for the HOMO-LUMO gap is 6.0 eV. Its net charge is +1. The value obtained for the energy above the lowest of the compared OMol25 structures with the same formula, charge and spin is 1.475 eV. Its total energy is -23283.978 eV.

The geometry in XYZ format:
```
21
Properties=species:S:1:pos:R:3:lowdin_charge:R:1
C 0.749 2.917 0.834 -0.051
C 0.807 2.620 -0.530 -0.061
C 0.226 2.007 1.779 -0.037
C 0.379 1.337 -0.854 -0.024
C -0.003 0.719 1.391 -0.194
C 0.059 0.318 0.041 -0.279
C -0.119 -1.542 -1.409 -0.070
C -0.425 -3.841 -2.641 -0.619
C -0.451 -0.354 2.421 -0.006
N -0.347 -0.902 -0.324 0.126
N -0.743 -2.875 -1.815 0.056
S -0.165 -4.720 -3.856 1.057
H 0.759 4.005 1.107 0.129
H 1.265 3.210 -1.287 0.103
H 0.152 2.347 2.847 0.143
H 0.422 1.016 -1.958 0.130
H 0.720 -1.309 -2.189 0.172
H 0.338 -0.225 3.139 0.083
H -1.491 -0.170 2.819 0.115
H -0.490 -1.221 1.895 0.009
H -1.642 -3.336 -1.411 0.218
```